1.
DFT (the ωB97M-V functional and the def2-TZVPD basis) results for a single C5H8O2 molecule.

Last column: natural (NBO) charge in e.
Atoms and positions in Å:
C: -0.247 1.686 0.302  -0.630
C: 0.383 0.354 -0.122  0.143
O: 1.577 0.605 -0.836  -0.706
C: 0.630 -0.899 0.780  -0.415
C: -0.607 -1.621 0.191  -0.534
C: -0.711 -0.492 -0.823  0.594
O: -1.410 -0.277 -1.777  -0.512
H: 0.424 2.303 0.904  0.224
H: -0.442 2.223 -0.638  0.220
H: -1.217 1.597 0.804  0.217
H: 1.352 0.983 -1.695  0.476
H: 1.555 -1.352 0.411  0.232
H: 0.689 -0.815 1.867  0.217
H: -0.465 -2.612 -0.253  0.239
H: -1.472 -1.660 0.860  0.236

Forces on atoms 1 to 3 (eV/Å):
C 0.023 -0.039 0.057
C -0.086 0.013 0.070
O -0.055 -0.025 -0.421

## Properties
net charge: 0
ΔE to the lowest compared entry with this formula, charge and spin: 1.192 eV
structure (SMILES): C[C@@]1(O)CCC1=O
E_tot: -345.76115 hartree
HOMO-LUMO gap: 10.220 eV
highest occupied orbital energy: -0.344 Eh
lowest unoccupied orbital energy: 0.0316 Eh

2.
DFT (the ωB97M-V functional and the def2-TZVPD basis) results for a molecular structure, C5H8O2.

Last column: Mulliken charge in e.
Atoms and positions in Å:
C: -0.498 -1.530 0.655  -1.511
C: -0.052 -0.386 -0.238  1.320
O: -0.636 -0.492 -1.477  -0.538
C: -0.491 0.979 0.346  -0.891
O: -0.380 2.003 -0.624  -0.556
C: 1.668 -1.014 -0.595  -1.073
C: 1.818 0.146 -0.140  0.015
H: -1.558 -1.399 0.905  0.373
H: 0.092 -1.564 1.573  0.343
H: -0.369 -2.470 0.118  0.436
H: -0.704 0.413 -1.831  0.418
H: 0.020 1.227 1.283  0.406
H: -1.562 0.895 0.553  0.396
H: 0.554 2.117 -0.850  0.386
H: 2.098 1.075 0.320  0.478

Forces on atoms 1 to 3 (eV/Å):
C 0.000 -0.031 0.057
C -0.434 -0.057 0.224
O 0.029 0.159 -0.143

## Properties
net charge: 0
ΔE to the lowest compared entry with this formula, charge and spin: 4.966 eV
E_tot: -345.62244 hartree
HOMO-LUMO gap: 10.612 eV
highest occupied orbital energy: -0.367 Eh
lowest unoccupied orbital energy: 0.0233 Eh

> Look up the HOMO-LUMO gap of the second one.

10.612 eV

> Which of these has the lowest ΔE to the lowest compared entry with this formula, charge and spin?

number 1